The following is a DFT calculation (ωB97M-V with the def2-TZVPD basis set) of a molecular structure, C12H33IMgN3O3 at a distorted geometry.

Structure (ORCA input):
```
! wB97M-V def2-TZVPD RIJCOSX def2/J DEFGRID3
* xyz 2 2
Mg 0.99953 -0.20096 -0.53570
I 1.71881 0.52523 -2.81293
C -1.46766 2.55526 -1.34650
C -0.64325 2.42193 -0.08535
C -1.16340 3.14147 1.18817
O -0.49231 2.53000 2.29882
C -0.71151 3.25054 3.48227
N -0.52787 0.99534 0.17017
H -1.25842 1.87756 -2.17418
H -1.37538 3.56437 -1.74809
H -2.53027 2.43464 -1.13575
H 0.40877 2.68779 -0.18872
H -2.24218 3.06535 1.32430
H -0.93659 4.20699 1.15163
H -0.39686 4.29248 3.42342
H -0.05997 2.81635 4.24060
H -1.69772 3.35719 3.93405
H -0.47898 0.92423 1.17648
H -1.44330 0.58657 0.04770
C -1.16995 -2.71147 -2.71122
C -1.36289 -1.48193 -1.77058
C -2.86743 -1.45941 -1.33988
O -3.13365 -0.29311 -0.58018
C -4.48755 0.01925 -0.43521
N -0.39321 -1.57211 -0.69980
H -1.96189 -2.78332 -3.45672
H -1.22247 -3.64482 -2.15069
H -0.17946 -2.71281 -3.16623
H -1.18830 -0.59649 -2.38181
H -3.10132 -2.33550 -0.73502
H -3.55056 -1.46817 -2.18920
H -4.65085 0.98068 0.05171
H -5.05336 -0.77572 0.05056
H -5.00851 0.15127 -1.38351
H -0.10193 -2.51917 -0.89559
H -0.90365 -1.59253 0.17149
C 4.45310 0.12145 1.88150
C 3.53784 -0.25657 0.69371
C 3.32292 -1.79229 0.55964
O 2.24872 -2.03061 -0.41326
C 2.21407 -3.45729 -0.79343
N 2.28903 0.46373 0.85414
H 5.41148 -0.39512 1.93389
H 4.00437 -0.13929 2.84002
H 4.57536 1.20417 1.91113
H 3.98097 0.09252 -0.23896
H 3.01801 -2.22290 1.51343
H 4.29887 -2.20323 0.30132
H 3.12206 -3.84940 -1.25158
H 1.41034 -3.49305 -1.52886
H 2.05518 -4.03666 0.11607
H 2.53539 1.43419 0.98686
H 2.15767 0.32332 1.84567
*
```

- <S²> = 0.753
- ΔE to the lowest compared entry with this formula, charge and spin (kJ/mol) = 0.00
- Kohn-Sham gap (spin up / spin down) (eV) = 10.5 / 4.9

The net atomic charges from Mulliken, expressed in e, are: atom 1 (Mg): 1.050, atom 2 (I): 0.196, atom 3 (C): -1.257, atom 4 (C): 0.035, atom 5 (C): -0.893, atom 6 (O): -0.401, atom 7 (C): -0.839, atom 8 (N): 0.140, atom 9 (H): 0.251, atom 10 (H): 0.445, atom 11 (H): 0.279, atom 12 (H): 0.307, atom 13 (H): 0.413, atom 14 (H): 0.526, atom 15 (H): 0.342, atom 16 (H): 0.287, atom 17 (H): 0.332, atom 18 (H): 0.467, atom 19 (H): 0.055, atom 20 (C): -1.781, atom 21 (C): 1.033, atom 22 (C): -1.275, atom 23 (O): -0.339, atom 24 (C): -1.002, atom 25 (N): -0.142, atom 26 (H): 0.447, atom 27 (H): 0.522, atom 28 (H): 0.394, atom 29 (H): -0.287, atom 30 (H): 0.391, atom 31 (H): 0.509, atom 32 (H): 0.327, atom 33 (H): 0.375, atom 34 (H): 0.378, atom 35 (H): 0.282, atom 36 (H): 0.364, atom 37 (C): -1.465, atom 38 (C): 0.061, atom 39 (C): -0.756, atom 40 (O): -0.424, atom 41 (C): -0.747, atom 42 (N): -0.519, atom 43 (H): 0.400, atom 44 (H): 0.447, atom 45 (H): 0.426, atom 46 (H): 0.248, atom 47 (H): 0.422, atom 48 (H): 0.445, atom 49 (H): 0.329, atom 50 (H): 0.176, atom 51 (H): 0.400, atom 52 (H): 0.292, atom 53 (H): 0.331


The following is a DFT calculation (ωB97M-V with the def2-TZVPD basis set) of 4 unconnected molecules or ions with the total composition C12H33IN3O3 at a distorted geometry.

Structure (ORCA input):
```
! wB97M-V def2-TZVPD RIJCOSX def2/J DEFGRID3
* xyz -1 1
I 2.60558 0.32301 -0.86994
C 2.64301 -0.74813 -8.72934
C 2.21053 -2.02599 -8.03376
C 2.21793 -3.27828 -8.96170
O 1.81709 -4.48832 -8.21292
C 0.43995 -4.61004 -7.85255
N 3.16129 -2.20261 -6.95287
H 2.87166 0.07968 -8.05812
H 1.95478 -0.34377 -9.47158
H 3.53875 -0.84907 -9.34218
H 1.23198 -1.94578 -7.56037
H 3.21310 -3.48193 -9.35698
H 1.56009 -3.14914 -9.82115
H 0.08476 -5.61258 -7.61410
H -0.18494 -4.22457 -8.65818
H 0.33113 -3.99659 -6.95816
H 3.02289 -3.16383 -6.67542
H 2.85533 -1.70772 -6.12730
C -2.82269 -4.19988 3.41550
C -3.11563 -2.80176 4.04154
C -4.04458 -2.93952 5.30879
O -4.21548 -1.66158 5.89830
C -4.84789 -1.71336 7.21007
N -1.79911 -2.14290 4.23371
H -3.68754 -4.85907 3.34043
H -2.09061 -4.82505 3.92668
H -2.48869 -4.07573 2.38538
H -3.67731 -2.30618 3.24969
H -3.58147 -3.56449 6.07235
H -4.96327 -3.49138 5.10986
H -4.07486 -1.76272 7.97694
H -5.54323 -2.53254 7.39325
H -5.34306 -0.76274 7.40815
H -1.13404 -2.75895 4.67900
H -1.47410 -2.23041 3.28144
C 2.27494 5.48565 5.33070
C 1.23319 5.28557 4.22447
C 1.43963 5.94924 2.87246
O 0.24231 5.79262 2.15425
C 0.40436 6.20875 0.80941
N 1.24046 3.85480 3.94544
H 1.87482 5.43253 6.34321
H 2.65098 6.50648 5.26284
H 3.14066 4.82692 5.26204
H 0.27854 5.68235 4.56991
H 2.32562 5.58329 2.35360
H 1.61746 7.01440 3.02052
H 1.09537 5.64500 0.18270
H 0.58826 7.27856 0.71045
H -0.51745 6.04380 0.25160
H 1.23429 3.86723 2.93553
H 2.20518 3.59673 4.09643
*
```

- ΔE to the lowest compared entry with this formula, charge and spin (kJ/mol) = 274.07
- Kohn-Sham gap (eV) = 5.8

The net atomic charges from Mulliken, expressed in e, are: atom 1 (I): -0.998, atom 2 (C): -1.410, atom 3 (C): 0.629, atom 4 (C): -0.714, atom 5 (O): -0.393, atom 6 (C): -0.650, atom 7 (N): -0.772, atom 8 (H): 0.346, atom 9 (H): 0.371, atom 10 (H): 0.322, atom 11 (H): 0.236, atom 12 (H): 0.334, atom 13 (H): 0.355, atom 14 (H): 0.248, atom 15 (H): 0.293, atom 16 (H): 0.254, atom 17 (H): 0.274, atom 18 (H): 0.275, atom 19 (C): -1.498, atom 20 (C): 0.532, atom 21 (C): -0.817, atom 22 (O): -0.335, atom 23 (C): -0.756, atom 24 (N): -0.685, atom 25 (H): 0.365, atom 26 (H): 0.356, atom 27 (H): 0.419, atom 28 (H): 0.245, atom 29 (H): 0.370, atom 30 (H): 0.359, atom 31 (H): 0.291, atom 32 (H): 0.319, atom 33 (H): 0.259, atom 34 (H): 0.258, atom 35 (H): 0.318, atom 36 (C): -1.292, atom 37 (C): 0.400, atom 38 (C): -0.942, atom 39 (O): -0.329, atom 40 (C): -0.790, atom 41 (N): -0.676, atom 42 (H): 0.299, atom 43 (H): 0.310, atom 44 (H): 0.369, atom 45 (H): 0.253, atom 46 (H): 0.388, atom 47 (H): 0.505, atom 48 (H): 0.338, atom 49 (H): 0.306, atom 50 (H): 0.284, atom 51 (H): 0.307, atom 52 (H): 0.269


The following is a DFT calculation (ωB97M-V with the def2-TZVPD basis set) of a molecular structure, C12H33LiN3O3 at a distorted geometry.

Structure (ORCA input):
```
! wB97M-V def2-TZVPD RIJCOSX def2/J DEFGRID3
* xyz 1 1
Li -0.12503 -0.08514 0.47573
C -1.09862 -2.98439 -1.49515
C -0.40420 -1.69951 -1.12098
C -1.26857 -0.42054 -1.43897
O -0.55038 0.69778 -0.95118
C -1.22435 1.96269 -1.19372
N -0.14154 -1.76978 0.30108
H -0.45826 -3.80678 -1.17624
H -1.28819 -2.95437 -2.56812
H -2.00192 -3.00515 -0.88546
H 0.52212 -1.60495 -1.68762
H -2.27868 -0.58400 -1.06338
H -1.37659 -0.27481 -2.51377
H -1.05377 2.29192 -2.21871
H -0.78119 2.63265 -0.45692
H -2.27786 1.90165 -0.92078
H 0.48821 -2.53301 0.50359
H -0.99139 -2.10044 0.73527
C 1.43567 1.40730 -0.81732
C 1.57489 0.03412 -0.14484
C 3.00517 -0.52035 0.03173
O 3.57023 -0.88498 -1.30999
C 3.02426 -2.15854 -1.77253
N 0.96170 0.05549 1.16700
H 2.13806 1.33937 -1.64806
H 1.87500 2.24513 -0.27591
H 0.47369 1.59408 -1.29461
H 1.05315 -0.67964 -0.78236
H 2.99545 -1.33571 0.75506
H 3.57456 0.28539 0.49506
H 3.60988 -2.40599 -2.65793
H 2.00166 -1.96345 -2.09552
H 3.08438 -2.96065 -1.03694
H 1.34041 0.78057 1.75940
H 1.37711 -0.74052 1.62951
C -3.28208 0.46311 1.95035
C -1.86539 0.50744 1.26447
C -1.04419 1.79064 1.65705
O 0.10070 1.72877 0.81233
C 0.93193 2.86489 0.94711
N -1.12450 -0.72109 1.52669
H -3.86151 1.34971 1.69287
H -3.15550 0.42912 3.03244
H -3.68716 -0.48405 1.59412
H -2.04593 0.57192 0.19146
H -0.69958 1.74505 2.69014
H -1.61094 2.72166 1.66659
H 1.20366 3.04719 1.98683
H 0.44691 3.75987 0.55739
H 1.77065 2.67431 0.27753
H -1.06248 -0.76869 2.53366
H -1.79943 -1.43504 1.29249
*
```

- ΔE to the lowest compared entry with this formula, charge and spin (kJ/mol) = 2252.40
- Kohn-Sham gap (eV) = 8.6

The net atomic charges from Mulliken, expressed in e, are: atom 1 (Li): 0.287, atom 2 (C): -1.401, atom 3 (C): 0.443, atom 4 (C): -0.767, atom 5 (O): -0.771, atom 6 (C): -0.915, atom 7 (N): -0.442, atom 8 (H): 0.402, atom 9 (H): 0.382, atom 10 (H): 0.411, atom 11 (H): -0.019, atom 12 (H): 0.128, atom 13 (H): 0.721, atom 14 (H): 0.378, atom 15 (H): 0.072, atom 16 (H): 0.404, atom 17 (H): 0.332, atom 18 (H): 0.189, atom 19 (C): -0.418, atom 20 (C): 0.826, atom 21 (C): -0.798, atom 22 (O): -0.426, atom 23 (C): -0.373, atom 24 (N): -0.481, atom 25 (H): 0.591, atom 26 (H): -0.507, atom 27 (H): -0.102, atom 28 (H): -1.062, atom 29 (H): 0.426, atom 30 (H): 0.397, atom 31 (H): 0.344, atom 32 (H): 0.284, atom 33 (H): 0.248, atom 34 (H): 0.388, atom 35 (H): 0.458, atom 36 (C): -1.664, atom 37 (C): 0.776, atom 38 (C): -0.861, atom 39 (O): 0.534, atom 40 (C): -0.695, atom 41 (N): -0.009, atom 42 (H): 0.410, atom 43 (H): 0.369, atom 44 (H): 0.417, atom 45 (H): -0.554, atom 46 (H): 0.377, atom 47 (H): 0.328, atom 48 (H): 0.323, atom 49 (H): 0.284, atom 50 (H): 0.705, atom 51 (H): 0.293, atom 52 (H): 0.339


The following is a DFT calculation (ωB97M-V with the def2-TZVPD basis set) of a molecular structure, C12H33Mn2N3O14S2 at a distorted geometry.

Structure (ORCA input):
```
! wB97M-V def2-TZVPD RIJCOSX def2/J DEFGRID3
* xyz 0 11
Mn -2.77920 -17.67546 -18.27614
Mn -4.25150 -18.37331 -14.98901
N -1.32164 -17.12009 -15.39475
O -1.60983 -16.86910 -16.54004
O -0.23795 -16.76575 -14.98534
O -2.12391 -17.81372 -14.72304
N -4.64154 -15.61450 -16.95903
O -4.23716 -16.03117 -18.03943
O -5.17761 -14.53088 -16.87029
O -4.50621 -16.37827 -16.02223
O -3.70073 -18.92414 -16.93858
H -3.35731 -19.83329 -16.83843
O -1.46992 -18.94376 -18.98510
H -0.61512 -19.15008 -19.41086
C -5.65674 -19.68735 -11.90512
C -4.26451 -20.10392 -12.43155
N -4.27562 -20.21872 -13.91981
C -5.32784 -21.14190 -14.38955
C -5.34464 -21.42657 -15.90498
C -2.99114 -20.75260 -14.32053
C -2.47648 -22.08179 -13.81151
H -6.31165 -20.55845 -11.88554
H -6.07005 -18.91424 -12.55286
H -5.48914 -19.25840 -10.91719
H -3.56343 -19.32209 -12.13948
H -4.08965 -21.03660 -11.89522
H -5.20858 -22.09494 -13.87421
H -6.33098 -20.83662 -14.09184
H -4.39851 -21.69961 -16.37230
H -6.11284 -22.18409 -16.06035
H -5.73111 -20.53649 -16.40146
H -2.21182 -20.15789 -13.84400
H -2.84341 -20.70688 -15.39951
H -2.60957 -22.24375 -12.74186
H -1.45420 -22.30052 -14.12004
H -3.16412 -22.79608 -14.26435
O -0.11727 -24.65903 -16.98254
S -0.71134 -23.34048 -17.35205
O -2.15330 -23.08328 -17.30704
O 0.09539 -22.26257 -16.37900
C -0.23468 -20.87916 -16.40628
C 1.01394 -20.12702 -16.84630
C -0.04368 -22.76890 -18.95972
H -0.50481 -20.66529 -15.37216
H -1.12915 -20.70016 -17.00291
H 1.84764 -20.27184 -16.15923
H 0.77556 -19.06476 -16.79275
H 1.24173 -20.46086 -17.85860
H -0.17935 -21.70332 -19.14473
H -0.64029 -23.39303 -19.62501
H 1.02727 -22.94933 -19.05260
O -5.65713 -19.53581 -21.31419
S -5.03439 -19.44421 -19.99989
O -4.09719 -18.36478 -19.70096
O -6.20685 -19.52745 -18.78175
C -7.30871 -20.38440 -19.02686
C -8.46676 -19.56875 -19.55988
C -4.23275 -21.05327 -19.65450
H -7.68065 -20.94073 -18.16648
H -7.05395 -21.21143 -19.68959
H -9.15601 -19.33350 -18.74890
H -9.02532 -20.03776 -20.36990
H -8.12825 -18.68144 -20.09485
H -4.87992 -21.86661 -19.98276
H -3.94048 -21.05223 -18.60442
H -3.24379 -21.03765 -20.11254
*
```

- <S²> = 30.008
- Kohn-Sham gap (spin up / spin down) (eV) = 7.9 / 8.1

The net atomic charges from Mulliken, expressed in e, are: atom 1 (Mn): 0.594, atom 2 (Mn): 0.588, atom 3 (N): 0.798, atom 4 (O): -0.524, atom 5 (O): -0.637, atom 6 (O): -0.626, atom 7 (N): 0.945, atom 8 (O): -0.670, atom 9 (O): -0.640, atom 10 (O): -0.684, atom 11 (O): 1.422, atom 12 (H): -0.447, atom 13 (O): -0.800, atom 14 (H): 0.090, atom 15 (C): -1.370, atom 16 (C): -0.463, atom 17 (N): 1.289, atom 18 (C): -0.736, atom 19 (C): -0.903, atom 20 (C): 0.733, atom 21 (C): -1.627, atom 22 (H): 0.337, atom 23 (H): 0.285, atom 24 (H): 0.420, atom 25 (H): 0.444, atom 26 (H): 0.201, atom 27 (H): 0.421, atom 28 (H): 0.638, atom 29 (H): -0.146, atom 30 (H): 0.574, atom 31 (H): 0.149, atom 32 (H): 0.640, atom 33 (H): -1.182, atom 34 (H): 0.360, atom 35 (H): 0.370, atom 36 (H): 0.315, atom 37 (O): -0.645, atom 38 (S): 1.101, atom 39 (O): -0.512, atom 40 (O): -0.419, atom 41 (C): 0.465, atom 42 (C): -1.239, atom 43 (C): -0.709, atom 44 (H): 0.148, atom 45 (H): -0.049, atom 46 (H): 0.371, atom 47 (H): 0.283, atom 48 (H): 0.256, atom 49 (H): 0.135, atom 50 (H): 0.380, atom 51 (H): 0.319, atom 52 (O): -0.634, atom 53 (S): 0.987, atom 54 (O): -0.350, atom 55 (O): -0.237, atom 56 (C): -0.184, atom 57 (C): -1.370, atom 58 (C): -0.444, atom 59 (H): 0.338, atom 60 (H): 0.340, atom 61 (H): 0.331, atom 62 (H): 0.375, atom 63 (H): 0.307, atom 64 (H): 0.429, atom 65 (H): -0.304, atom 66 (H): 0.372


What are the DFT total energy values for these records? In order: -37123.5448, -31691.6268, -23769.9922, -130418.4753 eV.